1.
Entry from OMol25: a molecular structure, C5H10NO2 in a non-equilibrium geometry (ωB97M-V/def2-TZVPD).

The geometry in XYZ format:
```
18
Properties=species:S:1:pos:R:3:forces:R:3
O -3.84329 -0.52123 -0.88077 0.02 -0.43 -0.25
C -3.10787 0.28620 -0.30230 -0.32 0.84 0.37
O -3.27966 1.50940 -0.08294 0.16 -0.09 -0.21
C -1.80338 -0.24497 0.34330 0.74 -0.73 0.09
C -0.53879 0.44990 -0.09628 -1.35 -0.08 3.39
C 0.75243 -0.10809 0.36319 0.96 0.32 -1.69
C 3.09016 -0.17309 0.13028 -0.74 -0.42 0.32
N 1.85564 0.38450 -0.35217 0.07 0.17 0.13
H -1.93103 -0.09162 1.42338 0.07 0.40 -0.13
H -1.66569 -1.32444 0.26618 -0.20 -0.11 -0.44
H -0.39441 0.21439 -1.35034 0.00 0.00 -1.06
H -0.63500 1.52501 0.05045 0.12 0.07 -0.79
H 0.75598 0.29040 1.40021 -0.30 0.10 0.06
H 0.78511 -1.19997 0.39382 -0.33 -0.44 0.48
H 3.02642 -1.26326 0.33577 -0.01 -0.16 -0.29
H 3.38226 0.20851 1.12975 0.26 0.36 -0.30
H 3.86362 -0.00689 -0.60947 0.39 0.12 0.09
H -0.31251 0.06525 -2.16206 0.48 0.07 0.22
```
Forces are in eV/Å.

total charge: -1



2.
Entry from OMol25: C26H32N2O6 in the gas phase (ωB97M-V/def2-TZVPD).

The geometry in XYZ format:
```
66
Properties=species:S:1:pos:R:3:forces:R:3
C -0.68433 -0.05702 -3.81951 -0.02 0.15 -0.16
C -0.55795 1.27605 -4.54757 0.07 0.02 0.25
H -1.50948 1.53230 -5.01647 0.02 0.05 -0.08
H 0.19143 1.19703 -5.33917 -0.04 0.05 -0.09
C -0.18300 2.41517 -3.59329 -0.35 -0.05 -0.22
N 1.07220 2.18766 -2.92624 0.08 0.03 -0.06
C 1.16109 1.73178 -1.65738 -0.21 0.14 -0.03
O 0.18925 1.57448 -0.93170 -0.18 -0.09 0.08
C 2.60003 1.54107 -1.36024 0.64 0.02 -0.15
C 3.29295 1.03416 -0.25569 0.34 0.08 -0.26
C 4.68772 1.05826 -0.32184 -0.14 -0.07 0.22
C 5.37715 1.53861 -1.41922 -0.08 0.08 -0.17
C 4.68684 1.99049 -2.53344 -0.05 -0.02 0.05
C 3.30921 1.97848 -2.48677 -0.20 -0.09 0.26
C 2.34823 2.38368 -3.55998 0.14 0.09 -0.25
H 2.45655 1.75676 -4.45328 0.00 0.04 0.05
H 2.47614 3.43032 -3.86338 0.00 -0.08 0.01
H 5.20826 2.33778 -3.41272 0.07 0.04 -0.09
H 6.45652 1.54203 -1.41533 0.09 -0.01 0.01
H 5.22305 0.66153 0.52803 0.00 -0.03 0.03
C 2.74538 0.35307 0.97235 -0.15 -0.04 0.16
O 3.50590 -0.27916 1.69122 0.17 -0.04 0.04
N 1.43117 0.45832 1.21536 -0.27 0.03 -0.02
C 0.82191 -0.27771 2.29589 0.10 -0.10 0.39
C -0.26595 -1.22033 1.82745 0.14 -0.27 -0.09
C -0.58483 -2.32665 2.59838 0.01 0.10 -0.08
C -1.62394 -3.16146 2.23364 -0.11 -0.08 0.03
C -2.38085 -2.93125 1.09065 -0.06 0.04 -0.16
C -2.04422 -1.82750 0.28766 0.09 0.00 0.03
C -1.00267 -0.99194 0.67748 -0.13 -0.17 0.03
H -0.80313 -0.15245 0.03212 0.05 0.09 -0.11
O -2.66298 -1.43051 -0.86759 0.09 0.12 0.39
C -3.47234 -2.32360 -1.59715 -0.29 -0.19 -0.32
H -3.67693 -1.81768 -2.54155 0.02 -0.05 0.03
H -4.41323 -2.53395 -1.08518 0.10 0.01 -0.10
H -2.95314 -3.26429 -1.79704 -0.03 0.03 0.01
O -3.45730 -3.69912 0.71707 0.20 0.41 -0.08
C -3.74009 -4.90009 1.40145 0.00 -0.43 0.12
C -2.77404 -6.02762 1.04698 -0.15 0.39 0.02
H -2.79962 -6.21305 -0.02425 0.00 -0.04 -0.08
H -1.75574 -5.76836 1.32604 0.09 -0.05 0.02
H -3.06385 -6.93560 1.56874 -0.01 -0.12 0.06
H -3.77025 -4.73531 2.48522 -0.05 0.02 -0.10
H -4.74957 -5.16135 1.06956 0.12 0.03 0.14
H -1.85228 -3.99874 2.87302 -0.05 -0.11 0.01
H -0.02658 -2.54098 3.49693 0.08 -0.03 0.12
H 1.63264 -0.85486 2.75812 -0.26 0.14 -0.10
C 0.24098 0.67540 3.37176 -0.06 -0.04 -0.11
C -1.14288 1.13833 2.97313 0.04 -0.22 0.74
O -2.16541 0.74914 3.47653 -0.04 0.05 -0.05
O -1.09243 2.02620 1.98495 0.39 0.27 -0.37
C -2.34452 2.45212 1.44500 -0.54 0.15 -0.15
C -2.06800 3.51340 0.39814 0.15 -0.30 0.28
H -1.37444 3.10891 -0.33303 0.00 0.06 -0.12
H -1.62154 4.39204 0.85642 0.02 0.13 0.02
H -2.99374 3.79730 -0.09383 -0.12 0.05 -0.04
H -2.97225 2.83197 2.25926 0.08 -0.12 -0.13
H -2.84317 1.58200 1.00395 0.03 0.08 0.10
H 0.90385 1.53309 3.48410 0.03 -0.02 0.05
H 0.15638 0.14402 4.31878 -0.07 0.05 -0.04
H 0.82151 0.99085 0.59741 0.19 0.02 -0.13
H -0.94389 2.49431 -2.81232 0.07 0.09 -0.09
H -0.12814 3.36341 -4.13822 -0.02 -0.02 0.10
H -1.40119 0.01482 -3.00520 -0.07 -0.06 0.13
H 0.27204 -0.36081 -3.39876 0.07 -0.09 0.07
H -1.01412 -0.83290 -4.50634 -0.01 -0.12 -0.02
```
Forces are in eV/Å.

SMILES: CCCN1Cc2cccc(C(=O)N[C@@H](CC(=O)OCC)c3ccc(OCC)c(OC)c3)c2C1=O



3.
Entry from OMol25: C27H32O15 in the gas phase (ωB97M-V/def2-TZVPD).

The geometry in XYZ format:
```
74
Properties=species:S:1:pos:R:3:forces:R:3
O -1.29494 -1.15232 -0.69785 0.28 -0.26 -0.04
C -0.43877 -0.76481 0.10645 0.05 -0.12 0.00
C 0.78884 -1.52703 0.31472 0.11 -0.35 -0.08
C 1.79920 -1.07749 1.17381 -0.02 -0.26 -0.04
C 2.92578 -1.84300 1.39786 -0.05 0.11 0.09
C 3.08851 -3.07258 0.76292 -0.16 0.08 0.02
C 2.11047 -3.52446 -0.10040 -0.04 0.05 -0.04
C 0.96017 -2.77096 -0.34244 0.16 0.27 0.21
O 0.06146 -3.26712 -1.18683 -0.28 -0.03 -0.18
H -0.68916 -2.62271 -1.25075 0.28 -0.09 0.11
H 2.21169 -4.46824 -0.61345 -0.01 -0.17 -0.05
C 4.33530 -3.88990 0.99806 -0.04 -0.22 -0.28
H 4.08171 -4.95950 0.97616 0.03 0.14 -0.09
H 5.04542 -3.69868 0.18546 -0.10 -0.08 0.04
O 5.02331 -3.55939 2.17679 0.11 0.11 0.32
H 4.45664 -3.74807 2.93319 0.04 -0.02 -0.03
H 3.69974 -1.48477 2.06115 0.06 0.05 0.07
C 1.71578 0.28234 1.80469 0.12 0.01 0.16
C 0.33835 0.88447 1.81406 -0.13 0.04 -0.04
C 0.10613 1.97113 2.63964 0.01 -0.10 -0.01
C -1.12494 2.60226 2.62447 0.12 -0.10 -0.10
C -2.11735 2.18458 1.75911 -0.22 0.00 -0.16
C -1.88786 1.12348 0.88925 0.24 -0.06 0.09
C -0.65382 0.43008 0.93713 -0.45 0.36 0.10
O -2.78944 0.70077 -0.02927 0.07 0.10 0.10
C -4.03625 1.36557 -0.16547 -0.16 0.70 -0.16
O -4.82527 1.17009 0.95724 0.01 0.08 -0.13
C -5.52247 -0.06722 1.03872 -0.21 -0.57 0.00
C -4.62990 -1.30833 1.26005 -0.48 0.37 0.44
O -3.93007 -1.81614 0.15211 0.35 -0.01 -0.51
H -3.15918 -1.25774 -0.06569 -0.07 -0.12 0.15
H -3.93926 -1.07657 2.08076 -0.07 -0.05 -0.04
H -5.29494 -2.11570 1.57949 0.07 0.14 0.07
C -6.51722 -0.14725 -0.13892 0.41 0.38 -0.03
O -7.29892 -1.30452 -0.07917 -0.13 -0.36 0.03
H -6.93180 -1.92661 -0.73116 -0.08 0.17 0.09
C -5.80944 -0.05349 -1.50977 -0.23 0.38 0.20
O -5.45304 -1.32612 -1.97036 0.21 -0.58 -0.11
H -4.82163 -1.71787 -1.32516 -0.09 0.15 -0.12
C -4.61877 0.94134 -1.53214 0.20 -0.54 0.04
O -4.97217 2.14907 -2.16673 -0.16 0.44 -0.15
H -5.25853 1.95987 -3.06824 0.04 -0.02 0.13
H -3.79922 0.44961 -2.08112 -0.21 0.05 0.13
H -6.54833 0.30856 -2.23740 0.14 0.03 0.14
H -7.18273 0.71981 -0.03248 0.15 -0.07 -0.04
H -6.10824 0.03553 1.95917 0.05 -0.12 -0.10
H -3.87312 2.45106 -0.22803 0.07 -0.26 0.04
H -3.07595 2.67552 1.76773 -0.08 0.03 0.01
H -1.31423 3.43212 3.28744 -0.03 0.08 0.06
H 0.89064 2.31814 3.29376 0.10 0.04 0.08
H 2.10467 0.23845 2.82984 -0.17 -0.07 -0.18
O 2.63618 1.19060 1.16712 0.12 -0.03 0.11
C 2.38538 1.48900 -0.18322 -0.42 0.68 -0.46
O 2.76871 0.45192 -1.04134 0.20 -0.11 -0.12
C 4.16955 0.18355 -1.03748 0.44 -0.02 -0.35
H 4.48273 -0.14782 -0.03668 0.01 0.00 -0.13
C 4.37570 -0.97836 -2.01800 -0.03 0.03 0.79
O 3.89335 -0.67543 -3.30302 -0.23 0.12 -0.52
H 2.96156 -0.43708 -3.20927 0.02 -0.02 -0.02
H 5.44196 -1.18902 -2.12403 -0.05 -0.01 0.09
H 3.86928 -1.86657 -1.61913 0.10 0.05 -0.03
C 4.98343 1.43236 -1.41945 0.08 -0.19 0.65
O 4.72469 1.88106 -2.72174 -0.05 0.05 -0.41
H 4.62956 1.10378 -3.29874 -0.05 0.19 0.11
C 4.63206 2.59592 -0.46947 -0.26 0.10 -0.87
O 5.07968 2.40214 0.84522 0.15 -0.20 0.48
H 4.50661 1.74526 1.26896 0.07 0.05 -0.02
C 3.11180 2.81666 -0.51432 0.27 -0.51 -0.01
O 2.70898 3.83075 0.35800 -0.07 0.29 0.30
H 3.24607 3.75188 1.16002 -0.08 0.00 -0.12
H 2.82254 3.11244 -1.52684 0.05 -0.14 0.12
H 5.13823 3.49586 -0.83400 -0.11 -0.09 -0.01
H 6.05265 1.18754 -1.29595 -0.17 0.02 0.10
H 1.30806 1.61643 -0.35733 0.20 0.00 0.11
```
Forces are in eV/Å.

SMILES: O=C1c2c(O)cc(CO)cc2[C@@H](O[C@@H]2O[C@@H](CO)[C@@H](O)[C@H](O)[C@@H]2O)c2cccc(O[C@@H]3O[C@H](CO)[C@H](O)[C@H](O)[C@H]3O)c21



4.
Entry from OMol25: C21H25N3O4S2 in the gas phase in a non-equilibrium geometry (ωB97M-V/def2-TZVPD).

The geometry in XYZ format:
```
55
Properties=species:S:1:pos:R:3:forces:R:3
C 3.26539 2.34963 -3.11818 -0.20 -0.14 0.09
H 4.17102 2.29281 -2.52053 0.09 0.07 0.00
H 3.47617 1.96326 -4.11275 0.03 0.01 -0.12
H 2.96121 3.38958 -3.20530 0.01 0.13 -0.05
C 2.16573 1.53974 -2.43667 0.15 0.57 0.13
N 2.50076 0.14148 -2.28151 0.83 -0.16 0.72
S 3.55166 -0.28249 -1.06548 -0.45 -0.33 -0.08
O 3.88503 0.89184 -0.31621 -0.32 0.15 0.01
O 4.60861 -1.10365 -1.58472 -0.27 -0.11 -0.01
C 2.48502 -1.31447 -0.05597 0.48 0.18 -0.25
C 1.64277 -0.69862 0.84289 -0.16 -0.07 0.28
C 0.75038 -1.47583 1.57912 0.59 0.02 -0.39
C 0.72370 -2.85990 1.40470 0.01 0.21 0.07
C 1.58876 -3.45931 0.50807 -0.01 0.06 -0.04
C 2.47260 -2.68553 -0.23138 0.13 -0.05 -0.07
H 3.16204 -3.12516 -0.93488 0.06 -0.13 -0.06
H 1.57355 -4.53084 0.37955 0.01 -0.08 -0.01
H 0.01893 -3.43875 1.97985 -0.07 -0.09 0.05
C -0.18748 -0.84285 2.47350 -0.81 -0.25 0.54
N -1.17493 -1.39728 3.10909 1.08 -0.95 -0.94
N -1.84346 -0.42611 3.74908 -0.27 1.32 0.72
C -1.23364 0.68877 3.47069 -0.40 -0.44 0.33
S -1.65737 2.29675 3.92233 -0.02 0.44 0.28
C -3.47394 2.14174 4.07604 0.39 -0.25 -0.35
C -4.08337 1.32285 2.93684 -0.28 -0.18 0.31
O -3.48188 1.68336 1.71284 0.02 0.03 -0.35
C -2.92282 0.70300 0.92833 0.11 -0.16 -0.20
C -3.39522 -0.60110 0.87385 -0.16 0.21 0.10
C -2.75990 -1.53856 0.07706 0.05 -0.01 -0.08
C -1.66179 -1.17847 -0.67865 -0.04 -0.12 -0.12
C -1.21280 0.13192 -0.65251 -0.18 -0.03 0.04
C -1.82970 1.08819 0.13674 -0.14 0.11 0.14
C -1.34507 2.50423 0.17455 -0.04 -0.03 0.07
H -2.16968 3.18699 -0.02156 0.02 0.13 -0.02
H -0.56253 2.66232 -0.56312 0.05 0.03 -0.08
H -0.95178 2.74705 1.16138 0.01 0.08 0.02
H -0.35330 0.41454 -1.24326 0.12 0.07 -0.09
H -1.15743 -1.91087 -1.29006 0.06 -0.09 -0.07
H -3.13037 -2.55168 0.05516 -0.03 -0.11 0.00
H -4.25768 -0.89726 1.45097 -0.06 0.00 0.08
H -3.93480 0.26187 3.15560 -0.09 0.24 -0.09
H -5.15924 1.53452 2.88940 0.13 -0.05 0.00
H -3.71198 1.69288 5.03826 -0.11 0.04 -0.02
H -3.81261 3.17636 4.04825 0.01 0.02 0.06
O -0.16314 0.49973 2.67643 0.11 -0.02 -0.08
H 1.68882 0.37112 0.96746 -0.07 0.15 0.06
C 2.42778 -0.73396 -3.42976 -0.20 -0.62 -0.23
C 1.10849 -1.50209 -3.46659 0.24 0.16 -0.07
H 0.99453 -2.09599 -2.56308 -0.04 -0.07 0.06
H 0.26741 -0.81655 -3.53860 -0.14 0.05 -0.01
H 1.09105 -2.16449 -4.32814 -0.08 -0.10 -0.10
H 2.54606 -0.15414 -4.34989 0.11 0.02 0.10
H 3.26649 -1.42900 -3.35597 -0.09 0.05 -0.28
H 1.23024 1.60497 -3.00122 0.00 -0.07 0.12
H 2.00371 1.93343 -1.43199 -0.20 0.15 -0.14
```
Forces are in eV/Å.

SMILES: CCN(CC)S(=O)(=O)c1cccc(-c2nnc(SCCOc3ccccc3C)o2)c1



5.
Entry from OMol25: a gas-phase ion, C4H9N (charge +1) in a non-equilibrium geometry (ωB97M-V/def2-TZVPD).

The geometry in XYZ format:
```
14
Properties=species:S:1:pos:R:3:forces:R:3
C 1.43029 0.63420 1.09609 0.35 -1.27 0.26
C 0.10490 0.33215 0.46868 1.03 -0.22 -1.28
C -0.90643 1.26709 0.25844 -0.37 -0.15 0.34
C -0.90883 -1.21755 -1.18942 -0.55 0.39 -0.65
N 0.07499 -0.81872 -0.20511 0.15 0.21 0.93
H 1.50195 1.52602 1.70122 -0.13 0.20 -0.16
H 2.18188 0.56923 0.30514 -0.03 0.75 -0.10
H 1.75042 -0.22628 1.70156 -0.36 0.23 0.31
H -0.76604 2.30213 0.52897 -0.08 -0.02 0.12
H -1.84642 0.92528 -0.14889 -0.06 0.30 -0.09
H -0.88396 -0.50040 -2.01253 0.12 -0.09 -0.08
H -1.93507 -1.20409 -0.82633 0.11 -0.07 0.43
H -0.71271 -2.20027 -1.58928 0.29 -0.21 0.15
H 0.91503 -1.38879 -0.08856 -0.46 -0.05 -0.17
```
Forces are in eV/Å.

total charge: +1
2S+1: 2



6.
Entry from OMol25: 3 unconnected molecules or ions with the total composition C4H13NOS2 in a non-equilibrium geometry (ωB97M-V/def2-TZVPD).

The geometry in XYZ format:
```
21
Properties=species:S:1:pos:R:3:forces:R:3
N 0.84923 2.68368 1.53776 -0.51 -0.50 0.59
C 0.58734 1.33541 2.00886 1.05 -0.78 -1.03
C -0.74004 0.58234 1.65714 0.07 0.08 0.50
S -0.59310 -1.14389 1.80201 -0.44 0.72 -0.50
S 0.47251 1.12826 -1.40677 -1.01 -0.29 0.23
C -0.09935 -0.42186 -2.07003 0.11 -0.25 0.33
C -1.01130 -0.47296 -3.29509 0.69 0.47 0.09
H 0.17916 3.36812 1.85607 -0.08 0.08 -0.04
H 0.89455 2.67035 0.53014 -0.05 0.29 -0.06
H 0.87929 1.16521 3.04629 -0.45 0.43 0.15
H 1.30609 0.72043 1.44924 0.01 0.09 0.23
H -1.67934 0.92094 2.11934 0.22 0.12 0.02
H -0.93742 0.92157 0.56538 0.70 -0.27 -0.86
H 0.78144 -1.05587 -2.20950 -0.08 -0.04 0.18
H -0.62388 -0.88672 -1.19560 0.15 -0.06 0.18
H -1.96815 -0.00914 -3.07291 -0.06 0.07 -0.26
H -1.14609 -1.49708 -3.63522 -0.15 -0.17 0.29
H -0.49136 0.02535 -4.11748 -0.35 0.24 0.03
H 0.01096 -2.49575 -0.07439 0.27 -0.39 -0.26
H 1.26250 -3.21763 0.30794 0.16 -0.13 -0.05
O 0.63112 -3.16618 -0.41640 -0.25 0.29 0.21
```
Forces are in eV/Å.



In order of appearance, E_tot = -10928.1030 -42747.9780 -59230.4343 -56512.4984 -5775.7445 -29562.7017 eV.